1.
ORCA calculation (the ωB97M-V functional and the def2-TZVPD basis) on a 9-piece molecular cluster, C25H29Br4F7O21 overall.

Results
Kohn-Sham gap: 9.364 eV
Relative energy (zero: lowest compared OMol25 entry of this formula, charge and spin): 249.8 kJ/mol
LUMO energy: -0.33 eV
2S+1: 1
SMILES string: O=C1OC[C@@H](F)O1.O=C1OC[C@@H](F)O1.O=C1OC[C@@H](F)O1.O=C1OC[C@@H](F)O1.O=C1OC[C@@H](F)O1.O=C1OC[C@@H](F)O1.O=C1OC[C@@H](F)O1.BrCCBr.BrCCBr

Cartesian coordinates (Å):
O  -5.53317  4.56115  -4.75010
C  -4.97411  4.20336  -3.71085
O  -4.46300  5.13655  -2.86711
C  -3.77521  4.51249  -1.89199
C  -4.06698  3.03865  -1.99014
F  -4.88285  2.58580  -1.04966
O  -4.75431  2.90333  -3.28019
H  -2.70388  4.70622  -1.94495
H  -4.05716  4.91400  -0.91864
H  -3.13895  2.46838  -1.94942
O  3.81277  0.32558  4.29376
C  3.39569  1.14658  3.49355
O  2.69166  0.86198  2.41356
C  2.20598  2.02882  1.84457
C  3.25225  3.03832  2.30599
F  2.58981  4.15694  2.55267
O  3.71443  2.43709  3.51017
H  1.99081  1.97353  0.77745
H  1.21991  2.15460  2.29171
H  4.00070  3.20741  1.53184
O  -1.09811  0.59094  3.02421
C  -1.70377  -0.49131  2.93059
O  -2.66067  -0.71823  2.02508
C  -3.28880  -1.90938  2.29030
C  -2.42139  -2.56531  3.39819
F  -1.95052  -3.67740  2.89676
O  -1.47236  -1.57912  3.67263
H  -4.32641  -1.71304  2.56034
H  -3.41187  -2.51225  1.39059
H  -3.06011  -2.77389  4.25646
O  2.71649  -2.11458  0.83245
C  2.51435  -2.37801  2.03989
O  1.25547  -2.54025  2.59570
C  1.47039  -2.44766  4.00312
C  2.85401  -3.02882  4.18185
F  2.83939  -4.27753  4.28930
O  3.41226  -2.56265  2.99046
H  1.33860  -1.38488  4.20617
H  0.68252  -3.00689  4.50773
H  3.41931  -2.60968  5.01423
O  -2.52102  7.90477  -0.52814
C  -1.58004  7.31840  0.04045
O  -1.60551  5.98755  0.23400
C  -0.39199  5.54642  0.83149
C  0.46389  6.78288  0.59622
F  1.02245  6.69234  -0.62305
O  -0.49759  7.75796  0.67322
H  -0.53995  5.46318  1.90819
H  0.02411  4.61765  0.44118
H  1.18354  6.89306  1.40742
O  3.58059  -6.22301  1.05915
C  2.40442  -6.09942  0.70999
O  1.32742  -6.19883  1.48051
C  0.11437  -6.03071  0.75857
C  0.54921  -5.27770  -0.49534
F  0.54737  -3.94536  -0.17726
O  1.99432  -5.60827  -0.54294
H  -0.31836  -7.00731  0.54157
H  -0.61492  -5.60015  1.44476
H  -0.03360  -5.49216  -1.39114
O  -0.66340  2.40905  -0.25338
C  -0.74666  1.20276  -0.51678
O  -1.89599  0.48866  -0.21110
C  -1.77243  -0.76856  -0.82981
C  -0.28381  -0.99055  -0.74235
F  0.09357  -1.75806  -1.69853
O  0.24913  0.33096  -0.82477
H  -2.45186  -1.52024  -0.42802
H  -2.04060  -0.54392  -1.86215
H  0.12754  -1.42361  0.16942
Br  2.45150  -5.56740  -5.58232
C  1.51404  -4.67976  -4.02739
C  2.51665  -3.77055  -3.30351
Br  2.86649  -2.24419  -4.57903
H  1.08059  -5.46387  -3.40659
H  0.60760  -4.19845  -4.39456
H  3.48238  -4.21156  -3.05654
H  2.17476  -3.24985  -2.40904
Br  0.52280  -0.02093  -5.98627
C  1.06374  0.95972  -4.26907
C  0.20875  2.15933  -4.13416
Br  -1.73519  1.65035  -4.17226
H  2.14321  1.10811  -4.24011
H  0.91831  0.34224  -3.38269
H  0.42787  2.97693  -4.82090
H  0.39914  2.64126  -3.17520

---

2.
ORCA calculation (the ωB97M-V functional and the def2-TZVPD basis) on C25H29Cl2IrN7O4PS as an isolated structure.

Results
Total charge: +1
Kohn-Sham gap (spin up / spin down): 5.460 / 2.908 eV
Relative energy (zero: lowest compared OMol25 entry of this formula, charge and spin): 160.1 kJ/mol
LUMO energy (spin up / spin down): -3.41 / -7.41 eV
<S²>: 8.823
2S+1: 6

Cartesian coordinates (Å):
Ir  0.62371  1.64403  -0.36987
N  -3.61394  -4.39596  2.87083
C  -3.14846  -3.15561  2.58459
C  -3.70794  -2.38965  1.54747
C  -3.18869  -1.14957  1.23494
C  -2.11389  -0.65626  1.95890
C  -1.55380  -1.39059  2.99468
C  -2.06043  -2.63115  3.30417
S  -1.31267  0.88251  1.58880
O  -1.64914  1.26471  0.21445
O  -1.55642  1.83749  2.62099
N  0.24648  0.40318  1.46476
C  1.27268  0.92346  2.15543
N  1.32153  0.92263  3.47890
C  2.37367  1.47673  4.05191
C  3.40654  2.05182  3.32165
C  3.30083  1.97468  1.93844
N  2.26940  1.38741  1.36262
H  -4.48906  -4.70568  2.48680
H  -3.26812  -4.87752  3.68232
H  -4.54937  -2.77820  0.99396
H  -3.60477  -0.55357  0.43529
H  -0.72309  -0.96698  3.53864
H  -1.63160  -3.21073  4.10616
H  2.37835  1.45483  5.13522
H  4.25298  2.51811  3.79655
H  4.05098  2.39357  1.27835
C  1.61340  3.20230  -1.77342
C  0.58281  2.68126  -2.61383
C  -0.77314  3.13639  -2.53238
C  -1.72747  2.64361  -3.39003
C  -1.39592  1.71776  -4.37621
C  -0.07524  1.29634  -4.51262
C  0.89573  1.74659  -3.65208
H  1.43659  4.14015  -1.26171
H  2.64254  3.01210  -2.05875
H  -1.04230  3.87734  -1.79174
H  -2.74474  2.99134  -3.30866
H  -2.15666  1.33967  -5.04044
H  0.18519  0.62554  -5.31805
H  1.92514  1.44050  -3.77632
C  0.05411  -3.17809  -2.71135
N  -0.47386  -2.81809  -1.40662
C  0.28336  -3.49082  -0.36363
N  1.70156  -3.19529  -0.45075
C  2.19378  -3.56604  -1.76464
N  1.46909  -2.87328  -2.81475
C  1.74459  -1.46980  -2.86346
P  1.17816  -0.59369  -1.27426
C  -0.52215  -1.39494  -1.21436
C  1.99989  -1.82628  -0.11579
H  -0.49748  -2.64258  -3.48690
H  -0.07899  -4.25200  -2.86503
H  0.14969  -4.57179  -0.47177
H  -0.09602  -3.17100  0.61054
H  2.04777  -4.64113  -1.89725
H  3.25733  -3.32877  -1.83413
H  1.21486  -1.01464  -3.70329
H  2.82009  -1.31861  -2.99933
H  -1.16438  -0.94547  -1.97802
H  -0.94183  -1.17529  -0.22838
H  1.64332  -1.61159  0.89685
H  3.08521  -1.68122  -0.14290
Cl  -0.82716  4.04045  4.01501
C  -0.68295  5.04352  2.60208
Cl  0.74798  6.04811  2.63556
C  -0.52708  4.11494  1.25858
O  -1.33446  4.37354  0.40234
O  0.43573  3.35118  1.31874
H  -1.57185  5.66413  2.47620

---

3.
ORCA calculation (the ωB97M-V functional and the def2-TZVPD basis) on the molecule C25H29ClN4O4.

Results
Kohn-Sham gap: 9.914 eV
Relative energy (zero: lowest compared OMol25 entry of this formula, charge and spin): 125.4 kJ/mol
LUMO energy: 0.50 eV
2S+1: 1
SMILES string: Cc1nn(Cc2ccccc2)c(Cl)c1C(=O)OCC(=O)NC(=O)N[C@]12C[C@H]3C[C@H](C[C@H](C3)C1)C2

Cartesian coordinates (Å):
C  1.88222  -3.88987  2.90728
C  0.95020  -3.83006  1.75799
N  0.45242  -4.91666  1.20732
N  -0.35312  -4.53182  0.21285
C  -1.09165  -5.49208  -0.56625
C  -2.57336  -5.37868  -0.30100
C  -3.47749  -5.25270  -1.34502
C  -4.83220  -5.13874  -1.08401
C  -5.29029  -5.14125  0.22200
C  -4.39085  -5.26354  1.26822
C  -3.03801  -5.38437  1.00837
C  -0.40356  -3.19470  0.11917
Cl  -1.34466  -2.41044  -1.04658
C  0.44117  -2.67569  1.10052
C  0.66807  -1.27091  1.37614
O  0.03294  -0.36273  0.87599
O  1.67092  -1.06819  2.23978
C  1.87595  0.27648  2.64589
C  0.62998  0.81069  3.36661
O  0.07046  0.14230  4.20306
N  0.25017  2.08693  3.09529
C  0.55858  2.99821  2.03542
O  0.66236  4.17453  2.28854
N  0.66561  2.40796  0.84056
C  0.88839  3.12351  -0.41547
C  2.19346  3.92140  -0.35046
C  2.42476  4.62065  -1.68940
C  2.52071  3.57915  -2.80361
C  1.21767  2.78339  -2.86637
C  0.05432  3.73060  -3.15587
C  -0.03838  4.77430  -2.04352
C  1.26341  5.57104  -1.97569
C  -0.27635  4.07560  -0.70631
C  0.98530  2.08061  -1.52907
H  1.98348  -4.92049  3.23405
H  2.85733  -3.50074  2.62095
H  1.50659  -3.27547  3.72275
H  -0.88249  -5.33317  -1.62815
H  -0.71763  -6.47405  -0.26475
H  -3.12169  -5.24195  -2.36513
H  -5.52971  -5.04121  -1.90256
H  -6.34646  -5.04594  0.42495
H  -4.74377  -5.26435  2.28858
H  -2.33363  -5.48029  1.82215
H  2.68460  0.22958  3.38003
H  2.17374  0.90139  1.80119
H  -0.38330  2.48110  3.78243
H  0.34441  1.44494  0.75509
H  3.02450  3.24651  -0.12930
H  2.12732  4.65451  0.45356
H  3.35951  5.18972  -1.63969
H  3.36006  2.90595  -2.61424
H  2.69883  4.07415  -3.76067
H  1.28482  2.03187  -3.66115
H  0.20956  4.22434  -4.11763
H  -0.87885  3.16612  -3.21590
H  -0.87304  5.45359  -2.24833
H  1.43221  6.09019  -2.92178
H  1.19672  6.32144  -1.18583
H  -0.34646  4.80891  0.09797
H  -1.20988  3.50851  -0.73526
H  1.81023  1.39468  -1.32060
H  0.06379  1.49527  -1.56514